Density functional theory data (ωB97M-V/def2-TZVPD) for C5H9N in the gas phase at a distorted geometry.

CARTESIAN COORDINATES (ANGSTROEM)
C  0.05  -0.94  -1.85
C  -0.61  -0.17  -0.71
C  0.29  0.03  0.49
C  0.10  -0.71  1.59
C  0.48  1.79  1.10
N  1.20  1.17  0.21
H  1.04  -0.50  -2.01
H  0.13  -2.00  -1.60
H  -0.48  -0.87  -2.79
H  -1.55  -0.64  -0.41
H  -0.97  0.78  -1.10
H  0.33  -0.40  2.60
H  -0.32  -1.69  1.44
H  0.71  1.74  2.18
H  -0.39  2.42  0.85

The energy above the lowest of the compared OMol25 structures with the same formula, charge and spin is 105.2 kcal/mol. The calculation puts the LUMO energy at 0.0 eV. As for the HOMO energy: -7.68 eV. The calculation puts the total energy at -250.499270 a.u. As for the largest force on an atom: 0.0225 Eh/bohr. For the gap between HOMO and LUMO, the calculation gives 7.7 eV.

Calculated atomic charges, method Mulliken, unit e:
1 C -1.130
2 C -0.525
3 C 0.726
4 C -0.892
5 C -0.306
6 N -0.547
7 H 0.330
8 H 0.285
9 H 0.355
10 H 0.334
11 H 0.275
12 H 0.265
13 H 0.276
14 H 0.279
15 H 0.275

Density functional theory data (ωB97M-V/def2-TZVPD) for C2H6NP in the gas phase at a distorted geometry.

CARTESIAN COORDINATES (ANGSTROEM)
C  2.07  0.13  0.03
N  0.84  0.49  -0.18
P  -0.57  -0.40  0.04
C  -1.95  0.66  -0.07
H  2.55  -0.79  0.35
H  2.90  0.87  -0.01
H  -0.55  -0.83  1.39
H  -0.40  -1.87  -0.47
H  -1.91  1.50  -0.94
H  -2.99  0.23  -0.14

The energy above the lowest of the compared OMol25 structures with the same formula, charge and spin is 58.6 kcal/mol. The SMILES is C=N[PH2]=C. The calculation puts the LUMO energy at -0.2 eV. As for the HOMO energy: -7.46 eV. The calculation puts the total energy at -475.763664 a.u. As for the largest force on an atom: 0.0610 Eh/bohr. For the gap between HOMO and LUMO, the calculation gives 7.2 eV.

Calculated atomic charges, method Mulliken, unit e:
1 C -0.145
2 N -0.362
3 P 0.199
4 C -0.743
5 H 0.245
6 H 0.235
7 H 0.067
8 H 0.067
9 H 0.194
10 H 0.243

Density functional theory data (ωB97M-V/def2-TZVPD) for a molecular structure, C23H27AsN3O6SW at a distorted geometry.

CARTESIAN COORDINATES (ANGSTROEM)
W  -0.02  -0.20  -0.68
O  2.77  -1.85  -3.11
C  1.81  -1.60  -2.51
N  1.44  -0.32  -1.92
C  2.43  0.76  -2.33
C  1.65  2.01  -2.10
C  1.40  3.20  -2.77
C  0.09  3.82  -2.66
C  -1.00  3.80  -1.87
C  -1.13  3.20  -0.47
N  0.64  1.75  -1.20
C  0.67  -2.56  -2.33
C  0.75  -3.78  -2.86
C  -0.33  -4.63  -2.59
C  -1.36  -4.20  -1.88
C  -1.40  -2.91  -1.39
N  -0.38  -2.10  -1.61
H  2.78  0.66  -3.31
H  3.19  0.66  -1.60
H  2.07  3.59  -3.56
H  -0.15  4.47  -3.53
H  -1.88  4.30  -2.18
H  -1.22  4.13  0.14
H  1.68  -4.14  -3.24
H  -0.32  -5.68  -2.94
H  -2.23  -4.76  -1.66
H  -2.25  -2.60  -0.81
O  -3.19  -0.52  1.94
C  -2.31  0.00  1.34
O  -1.28  -0.75  0.80
C  -2.16  1.58  1.27
C  -0.77  1.86  1.84
C  -0.10  3.24  2.15
C  0.87  3.45  0.93
C  0.17  2.53  -0.03
O  0.07  1.39  0.75
C  -2.36  2.26  -0.16
C  -2.69  1.29  -1.27
O  -3.63  1.12  -1.94
O  -1.55  0.46  -1.48
H  -2.83  1.98  2.01
H  -0.64  1.29  2.75
H  -0.83  4.02  2.24
H  0.36  3.15  3.13
H  0.86  4.50  0.56
H  1.87  3.22  1.19
H  -0.17  1.79  -1.84
H  -3.24  2.90  -0.05
C  -0.32  -3.50  2.12
As  1.07  -2.27  2.57
C  2.71  -3.25  3.10
C  0.48  -1.09  4.01
S  1.72  -1.32  0.56
H  -0.41  -3.84  1.09
H  -1.27  -3.00  2.43
H  -0.25  -4.40  2.75
H  2.59  -3.54  4.13
H  3.56  -2.61  2.86
H  2.78  -4.11  2.42
H  0.72  -1.67  4.90
H  -0.58  -0.96  3.92
H  1.08  -0.15  4.00

The energy above the lowest of the compared OMol25 structures with the same formula, charge and spin is 0.0 kcal/mol. The charge is +3. The calculation puts the LUMO energy at -11.7 eV. As for the HOMO energy: -18.03 eV. The calculation puts the total energy at -4208.371976 a.u. As for the largest force on an atom: 0.0767 Eh/bohr. For the gap between HOMO and LUMO, the calculation gives 6.4 eV.

Calculated atomic charges, method Mulliken, unit e:
1 W 1.281
2 O -0.427
3 C -0.301
4 N 0.299
5 C -1.071
6 C -0.322
7 C -0.817
8 C -0.521
9 C -0.833
10 C -0.197
11 N -0.848
12 C 0.879
13 C -0.526
14 C -0.531
15 C -0.679
16 C -0.177
17 N 0.259
18 H 0.638
19 H 0.366
20 H 0.541
21 H 0.443
22 H 0.605
23 H 0.852
24 H 0.545
25 H 0.459
26 H 0.529
27 H 0.535
28 O -0.503
29 C -0.318
30 O -0.860
31 C 0.210
32 C -0.311
33 C -1.027
34 C -0.376
35 C 0.106
36 O -0.051
37 C 0.303
38 C -0.209
39 O -0.389
40 O -0.683
41 H 0.735
42 H 0.518
43 H 0.394
44 H 0.422
45 H 0.362
46 H 0.409
47 H 1.338
48 H 0.958
49 C -0.859
50 As 0.596
51 C -1.005
52 C -1.038
53 S -0.275
54 H 0.240
55 H 0.314
56 H 0.504
57 H 0.454
58 H 0.419
59 H 0.391
60 H 0.549
61 H 0.358
62 H 0.342

Density functional theory data (ωB97M-V/def2-TZVPD) for a gas-phase ion, CH6N3S (charge +1) at a distorted geometry.

CARTESIAN COORDINATES (ANGSTROEM)
C  -0.09  0.06  0.10
N  -0.59  -1.32  -1.71
N  0.89  -0.91  0.25
N  -0.11  1.14  1.02
S  -1.19  -0.04  -1.14
H  -1.17  -1.67  -2.49
H  1.09  -1.27  -0.64
H  1.58  -0.46  0.76
H  -1.03  1.41  1.40
H  0.10  2.11  0.63
H  0.51  0.95  1.80

The energy above the lowest of the compared OMol25 structures with the same formula, charge and spin is 66.2 kcal/mol. The charge is +1. The calculation puts the LUMO energy (alpha / beta) at -4.4 / -4.4 eV. As for the HOMO energy (alpha / beta): -12.41 / -12.41 eV. The calculation puts the total energy at -603.793283 a.u. As for the largest force on an atom: 0.0692 Eh/bohr. For the gap between HOMO and LUMO (alpha / beta), the calculation gives 8.0 / 8.0 eV.

Calculated atomic charges, method Mulliken, unit e:
1 C 0.244
2 N -0.593
3 N -0.391
4 N -0.334
5 S 0.178
6 H 0.295
7 H 0.262
8 H 0.194
9 H 0.390
10 H 0.382
11 H 0.373

Density functional theory data (ωB97M-V/def2-TZVPD) for 2 unconnected molecules or ions with the total composition CH3N4O at a distorted geometry.

CARTESIAN COORDINATES (ANGSTROEM)
C  0.46  -1.43  -2.32
N  0.02  -2.34  -2.94
N  -0.32  0.39  0.83
N  -0.97  0.44  -0.32
N  0.68  -0.36  -1.66
O  1.74  -0.62  -0.71
H  0.33  1.14  0.65
H  1.48  -1.39  -0.21
H  -1.71  -0.28  -0.22

The energy above the lowest of the compared OMol25 structures with the same formula, charge and spin is 64.7 kcal/mol. The charge is -1. The calculation puts the LUMO energy at 4.6 eV. As for the HOMO energy: -2.94 eV. The calculation puts the total energy at -334.049135 a.u. As for the largest force on an atom: 0.0778 Eh/bohr. For the gap between HOMO and LUMO, the calculation gives 7.5 eV.

Calculated atomic charges, method Mulliken, unit e:
1 C 0.510
2 N -0.644
3 N -0.408
4 N -0.192
5 N -0.584
6 O -0.427
7 H 0.256
8 H 0.280
9 H 0.210

Density functional theory data (ωB97M-V/def2-TZVPD) for C5H8O in the gas phase.

CARTESIAN COORDINATES (ANGSTROEM)
C  -0.25  1.36  0.95
C  0.64  0.61  -0.02
C  1.10  -0.79  0.14
C  0.10  -0.48  -0.95
C  -1.23  -1.09  -0.73
O  -1.65  -1.44  0.35
H  -1.15  0.79  1.21
H  0.29  1.60  1.88
H  -0.55  2.31  0.50
H  1.37  1.25  -0.51
H  0.66  -1.38  0.94
H  2.11  -1.06  -0.15
H  0.42  -0.43  -1.99
H  -1.85  -1.24  -1.64

The energy above the lowest of the compared OMol25 structures with the same formula, charge and spin is 26.8 kcal/mol. The SMILES is C[C@H]1C[C@H]1C=O. The calculation puts the LUMO energy at 1.1 eV. As for the HOMO energy: -9.81 eV. The calculation puts the total energy at -270.515177 a.u. As for the largest force on an atom: 0.0114 Eh/bohr. For the gap between HOMO and LUMO, the calculation gives 10.9 eV.

Calculated atomic charges, method Mulliken, unit e:
1 C -1.257
2 C 0.206
3 C -0.694
4 C -0.112
5 C -0.193
6 O -0.501
7 H 0.314
8 H 0.286
9 H 0.319
10 H 0.367
11 H 0.263
12 H 0.275
13 H 0.388
14 H 0.339

What is the energy above the lowest of the compared OMol25 structures with the same formula, charge and spin in the first record?
105.2 kcal/mol